Entry 1:
Molecular formula: C33H24Cl2MnN8O3S
Method: DFT, ωB97M-V/def2-TZVPD

## Properties
gap between HOMO and LUMO (alpha / beta)	5.788 / 5.926	eV
highest occupied orbital energy (alpha / beta)	-1.5 / -1.6	eV
charge	-2
multiplicity	6
expectation value of S²	8.758

The geometry in XYZ format:
```
72
C33H24Cl2MnN8O3S | OMol25 | ωB97M-V/def2-TZVPD
Mn 1.127 -0.131 -0.196
Cl 1.765 1.689 6.672
C 1.126 1.711 5.045
C 1.795 0.999 4.067
C 1.347 0.945 2.735
N 2.007 0.241 1.735
C 3.321 -0.048 1.830
O 4.072 0.106 2.792
C 3.967 -0.621 0.506
C 5.350 -0.017 0.362
C 5.835 0.312 -0.840
C 5.026 0.201 -2.037
C 3.709 -0.083 -1.839
N 3.120 -0.390 -0.670
C 0.140 1.655 2.462
C -0.501 2.378 3.450
C -0.023 2.419 4.746
Cl -0.881 3.360 5.942
N -0.499 1.626 1.173
C -1.673 0.905 1.053
O -2.479 0.793 1.941
C -1.327 0.437 -1.433
C -1.885 1.459 -2.211
C -1.410 1.646 -3.487
C -0.425 0.794 -3.991
C 0.066 -0.184 -3.152
N -0.354 -0.355 -1.895
H 2.696 0.467 4.322
H 5.916 0.085 1.275
H 6.843 0.712 -0.911
H 5.396 0.466 -3.016
H 3.025 -0.022 -2.688
H -1.409 2.908 3.200
H -2.666 2.074 -1.789
H -1.805 2.449 -4.096
H -0.034 0.902 -4.993
H 0.851 -0.859 -3.478
S -0.480 -1.963 0.888
C -1.897 -1.280 0.158
N -3.003 -1.848 -0.142
N -3.032 -3.196 0.109
C -4.219 -3.872 0.030
C -4.280 -5.212 0.445
C -5.459 -5.927 0.341
C -6.612 -5.342 -0.173
C -6.551 -4.012 -0.576
C -5.381 -3.277 -0.481
N -1.865 0.138 -0.169
N 0.326 1.791 0.049
C 0.230 3.007 -0.553
C 1.090 3.262 -1.645
C 1.010 4.437 -2.361
C 0.084 5.429 -2.026
C -0.748 5.201 -0.938
C -0.686 4.021 -0.207
H -2.239 -3.588 0.606
H -3.389 -5.677 0.852
H -5.478 -6.960 0.671
H -7.533 -5.904 -0.248
H -7.439 -3.532 -0.972
H -5.338 -2.241 -0.784
H 1.825 2.506 -1.903
H 1.688 4.592 -3.193
H 0.030 6.354 -2.586
H -1.468 5.958 -0.646
H -1.349 3.869 0.635
C 3.140 -3.091 0.137
C 4.139 -2.146 0.763
O 5.069 -2.571 1.410
H 3.359 -4.101 0.478
H 3.215 -3.028 -0.950
H 2.113 -2.824 0.391
```

Atomic partial charges in e from the Mulliken method, atoms 1 to 5:
1 Mn 0.34
2 Cl -0.26
3 C 0.18
4 C -0.90
5 C -0.24



Entry 2:
Molecular formula: C21H55NO7S6
Method: DFT, ωB97M-V/def2-TZVPD

## Properties
gap between HOMO and LUMO	7.822	eV
highest occupied orbital energy	-7.8	eV
multiplicity	1

The geometry in XYZ format:
```
90
C21H55NO7S6 | OMol25 | ωB97M-V/def2-TZVPD
C -3.980 3.310 -3.720
S -3.638 2.713 -1.988
O -5.081 2.524 -1.469
C -3.011 0.997 -2.325
H -4.789 2.785 -4.227
H -3.163 3.081 -4.405
H -4.116 4.388 -3.808
H -2.550 0.543 -1.448
H -2.167 1.086 -3.009
H -3.927 0.486 -2.623
C 5.531 0.717 0.069
S 5.294 1.802 1.528
O 3.933 2.369 1.069
C 6.422 3.054 0.912
H 6.556 0.352 0.138
H 5.494 1.352 -0.816
H 4.837 -0.118 -0.026
H 7.215 2.648 0.284
H 6.970 3.339 1.810
H 5.964 3.799 0.261
C -3.530 -1.015 -4.577
S -5.392 -1.096 -4.817
O -5.580 -2.577 -4.409
C -5.238 -1.252 -6.666
H -3.021 -0.105 -4.895
H -3.054 -1.852 -5.087
H -3.164 -1.185 -3.565
H -4.414 -1.952 -6.802
H -5.132 -0.248 -7.078
H -6.152 -1.771 -6.953
C 1.990 -1.337 -2.428
S 0.993 0.069 -3.116
O -0.402 -0.506 -3.349
C 0.842 1.036 -1.475
H 2.839 -0.980 -1.846
H 2.191 -2.019 -3.254
H 1.353 -1.876 -1.726
H 0.661 2.102 -1.609
H 1.812 0.892 -1.000
H 0.055 0.572 -0.880
C 2.556 4.502 -1.687
S 2.407 6.293 -2.132
O 1.635 6.939 -1.070
C 4.058 6.681 -1.627
H 1.627 4.048 -2.030
H 2.603 4.250 -0.628
H 3.456 4.157 -2.195
H 4.910 6.114 -2.002
H 4.179 6.688 -0.543
H 4.321 7.645 -2.063
C -0.028 -6.696 0.757
S -1.569 -5.935 0.093
O -2.150 -5.388 1.336
C -0.651 -4.586 -0.826
H 0.567 -6.130 1.473
H 0.560 -6.957 -0.124
H -0.371 -7.573 1.307
H -1.430 -4.005 -1.321
H 0.010 -4.956 -1.610
H -0.248 -3.807 -0.180
C -1.232 1.292 5.040
C -0.900 -0.180 4.741
C -2.251 -0.753 4.123
C -2.209 -2.067 3.419
C -1.159 -1.911 2.266
C 0.196 -1.420 2.863
N 0.058 -0.236 3.690
O 1.167 0.594 3.841
C 0.979 -2.596 3.608
C 1.003 -1.044 1.621
C -0.543 -0.820 6.134
H -1.990 1.319 5.823
H -1.436 1.986 4.224
H -0.474 1.812 5.625
H -2.885 -1.013 4.971
H -2.739 -0.036 3.463
H -3.154 -2.418 3.005
H -1.980 -2.765 4.224
H -1.722 -1.319 1.544
H -0.934 -2.934 1.965
H 1.143 -3.385 2.874
H 1.795 -2.137 4.166
H 0.347 -3.191 4.267
H 2.082 -1.050 1.776
H 0.685 -1.577 0.725
H 0.744 -0.001 1.442
H -1.350 -0.639 6.845
H 0.439 -0.457 6.437
H -0.394 -1.900 6.140
H 0.824 1.437 3.537
```

Atomic partial charges in e from the Mulliken method, atoms 1 to 5:
1 C -0.92
2 S 0.50
3 O -0.65
4 C -0.55
5 H 0.30



Entry 3:
Molecular formula: C5H10N2
Method: DFT, ωB97M-V/def2-TZVPD

## Properties
SMILES	C=N/C=C/CCN
gap between HOMO and LUMO	9.129	eV
highest occupied orbital energy	-8.8	eV
multiplicity	1

The geometry in XYZ format:
```
17
C5H10N2 | OMol25 | ωB97M-V/def2-TZVPD
C 0.051 -1.731 0.849
C -0.158 -0.305 1.250
C 0.254 0.459 0.044
C 0.176 1.783 0.014
N 0.552 2.773 -0.850
C 0.552 2.439 -2.133
N -0.656 -2.275 -0.238
H -0.332 -2.479 1.708
H 1.137 -1.997 0.659
H -1.158 -0.099 1.673
H 0.594 -0.137 2.141
H 0.827 0.025 -0.753
H -0.381 2.310 0.907
H 0.365 1.344 -2.275
H 0.279 3.267 -2.985
H -0.470 -3.296 -0.016
H -1.633 -2.081 0.003
```

Atomic partial charges in e from the Mulliken method, atoms 1 to 5:
1 C -0.74
2 C -0.45
3 C -0.29
4 C 0.12
5 N -0.46



Entry 4:
Molecular formula: H8O4
Method: DFT, ωB97M-V/def2-TZVPD

## Properties
gap between HOMO and LUMO (alpha / beta)	10.399 / 2.658	eV
highest occupied orbital energy (alpha / beta)	-14.6 / -14.6	eV
charge	+1
multiplicity	2
expectation value of S²	0.758

The geometry in XYZ format:
```
12
H8O4 | OMol25 | ωB97M-V/def2-TZVPD
O -0.453 0.422 -0.087
H 0.292 0.469 0.513
H -1.135 -0.025 0.414
O 2.292 -1.244 -0.574
H 2.949 -1.350 0.114
H 1.834 -2.085 -0.598
O -0.331 2.788 -2.137
H -0.335 2.086 -1.486
H 0.110 2.408 -2.896
O -1.743 -0.784 2.128
H -1.483 -1.126 2.983
H -1.997 -1.559 1.626
```

Atomic partial charges in e from the Mulliken method, atoms 1 to 5:
1 O -0.22
2 H 0.41
3 H 0.42
4 O -0.46
5 H 0.39



Entry 5:
Molecular formula: C6H12NO2
Method: DFT, ωB97M-V/def2-TZVPD

## Properties
gap between HOMO and LUMO	9.308	eV
highest occupied orbital energy	-14.0	eV
charge	+1
multiplicity	1

The geometry in XYZ format:
```
21
C6H12NO2 | OMol25 | ωB97M-V/def2-TZVPD
O 0.577 1.217 -1.950
C 1.710 1.003 -1.551
C 1.924 0.446 -0.162
C 0.996 1.120 0.877
C -0.090 0.141 1.212
C -0.202 -0.476 2.386
C -2.244 -0.456 0.293
N -1.106 0.085 0.182
H 2.495 1.134 -2.294
H 2.973 0.549 0.150
H 1.775 -0.634 -0.186
H 0.515 2.027 0.473
H 1.429 1.568 1.767
H 0.614 -0.234 3.059
H -0.746 -1.333 2.756
H -2.975 -0.298 -0.485
H -2.645 -0.995 1.143
H -0.802 0.646 -0.649
H -0.911 -1.372 -2.750
H -1.851 -2.472 -2.276
O -1.437 -1.668 -1.992
```

Atomic partial charges in e from the Mulliken method, atoms 1 to 5:
1 O -0.55
2 C -0.07
3 C -0.43
4 C -1.04
5 C 0.60



Entry 6:
Molecular formula: C6H9NO
Method: DFT, ωB97M-V/def2-TZVPD

## Properties
gap between HOMO and LUMO	9.590	eV
highest occupied orbital energy	-8.6	eV
multiplicity	1

The geometry in XYZ format:
```
17
C6H9NO | OMol25 | ωB97M-V/def2-TZVPD
C -1.625 -1.461 0.713
C -0.361 -1.294 0.023
C 1.096 0.179 -0.760
C 1.541 1.641 -0.785
C 0.236 1.251 -0.168
C -1.082 -0.114 0.538
H -1.564 -1.670 1.793
H -2.623 -1.840 0.145
H -0.626 -1.256 -1.042
H 1.130 -0.812 0.864
H 0.518 -0.078 -1.713
H 2.218 2.011 0.066
H 1.699 1.881 -1.848
H 0.413 1.280 0.885
H -0.952 0.237 1.681
N 1.148 -1.083 -0.072
O -1.167 1.129 -0.321
```

Atomic partial charges in e from the Mulliken method, atoms 1 to 5:
1 C -0.50
2 C -0.22
3 C -0.12
4 C -0.57
5 C -0.05



no.,maximum force (eV/Å)
1,0.8
2,4.6
3,5.3
4,2.1
5,1.8
6,5.3